ORCA calculation (the ωB97M-V functional and the def2-TZVPD basis) on a molecular structure, C18H33N3O2S2 in a non-equilibrium geometry.

Calculated values
Frontier orbital gap (eV): 9.5
F_max (eV/Å): 1.6
Electronic energy (Ha): -1816.73516
HOMO (eV): -8.79

Geometry as XYZ:
```
58
Properties=species:S:1:pos:R:3:forces:R:3
C -2.3258 -1.8949 1.1648 0.157 -0.229 -0.079
H -2.8215 -2.8194 1.4521 -0.092 -0.067 -0.005
H -3.0576 -1.0910 1.1957 -0.110 0.052 0.070
H -1.5517 -1.6665 1.8938 -0.038 -0.093 0.092
C -1.7447 -2.0363 -0.2415 -0.662 -0.131 0.065
N -0.8103 -0.9631 -0.5649 -0.425 0.743 0.718
S -0.8753 0.4475 0.3560 0.113 -0.806 -1.406
N 0.5656 0.6045 0.9619 0.477 0.220 0.937
S 0.6696 0.5348 2.5825 -0.199 -0.019 -0.095
O -0.4686 -0.1701 3.1309 0.206 -0.135 0.222
O 0.9533 1.8371 3.1274 0.271 -0.148 -0.091
C 2.1315 -0.4753 2.7784 -0.421 0.219 -0.110
C 2.0292 -1.7490 3.3012 -0.211 -0.009 0.101
C 3.1658 -2.5361 3.3980 0.029 0.022 0.003
C 4.3857 -2.0401 2.9666 0.009 -0.084 0.019
C 4.4772 -0.7592 2.4431 -0.046 0.093 -0.036
C 3.3427 0.0293 2.3481 0.134 0.097 -0.011
H 3.3743 1.0321 1.9538 0.132 0.142 -0.083
H 5.4316 -0.3774 2.1123 0.060 0.045 -0.028
H 5.2715 -2.6539 3.0416 0.066 -0.045 0.002
H 3.1006 -3.5327 3.8087 -0.021 -0.066 0.035
H 1.0615 -2.0970 3.6284 -0.078 -0.111 0.042
N -0.7500 1.5383 -0.9475 0.092 -0.538 0.160
C -1.8734 1.4411 -1.8690 -0.474 -0.007 -0.285
C -1.4616 1.8652 -3.2806 0.018 -0.181 0.316
H -2.2152 1.5398 -3.9935 -0.080 0.007 -0.083
H -1.3618 2.9443 -3.3638 0.010 0.138 -0.035
H -0.5105 1.4091 -3.5404 0.114 -0.057 -0.096
C -3.1267 2.1909 -1.4086 0.220 -0.226 -0.049
H -3.4115 1.8657 -0.4099 -0.122 0.020 0.109
H -3.9496 1.9853 -2.0894 -0.117 0.011 -0.047
H -2.9587 3.2648 -1.3917 0.003 0.154 0.022
H -2.1042 0.3734 -1.9003 -0.058 0.155 -0.161
C -0.2209 2.8770 -0.6794 0.470 0.351 0.398
C -0.6380 3.4551 0.6750 -0.020 -0.004 -0.191
H -0.3791 4.5114 0.7123 0.004 0.089 0.045
H -1.7114 3.3584 0.8229 -0.150 0.063 0.035
H -0.1265 2.9505 1.4898 0.004 0.167 0.038
C 1.3008 2.8679 -0.8230 -0.168 0.183 -0.051
H 1.7292 2.2270 -0.0596 0.101 0.069 -0.040
H 1.6888 3.8771 -0.7079 0.094 0.149 -0.012
H 1.5824 2.4900 -1.8033 0.061 -0.028 -0.115
H -0.6284 3.5271 -1.4612 -0.036 -0.186 0.064
C 0.4656 -1.2705 -1.1886 0.484 0.021 -0.248
C 1.3308 -2.2238 -0.3602 -0.236 0.262 0.002
H 0.9375 -3.2381 -0.3743 -0.010 -0.138 -0.009
H 2.3392 -2.2456 -0.7652 0.125 -0.042 -0.044
H 1.3799 -1.8758 0.6677 0.075 -0.064 0.039
C 0.2834 -1.7970 -2.6117 0.004 0.248 0.275
H 1.2532 -1.8741 -3.0968 0.094 -0.059 -0.071
H -0.3417 -1.1222 -3.1897 -0.085 0.064 -0.130
H -0.1739 -2.7837 -2.6045 -0.067 -0.140 -0.038
H 0.9708 -0.3011 -1.2274 0.125 -0.164 -0.177
C -2.8921 -2.1025 -1.2584 0.345 -0.182 0.138
H -3.5187 -1.2173 -1.1814 -0.095 0.130 0.023
H -2.5139 -2.1765 -2.2737 0.011 -0.003 -0.153
H -3.5080 -2.9752 -1.0542 -0.133 -0.087 -0.013
H -1.1902 -2.9792 -0.2915 0.046 0.133 0.021
```
Positions in Å, forces in eV/Å.

=====

ORCA calculation (the ωB97M-V functional and the def2-TZVPD basis) on 2 unconnected molecules or ions with the total composition FHN2O2 in a non-equilibrium geometry.

Calculated values
Frontier orbital gap (spin up / spin down) (eV): 8.7 / 8.9
Relative energy (zero: lowest compared OMol25 entry of this formula, charge and spin) (kJ/mol): 0.0
F_max (eV/Å): 5.7
2S+1: 3
Electronic energy (Ha): -360.12985
HOMO (spin up / spin down) (eV): -8.13 / -11.45

Geometry as XYZ:
```
6
Properties=species:S:1:pos:R:3:forces:R:3
N -0.0598 0.2828 -1.0615 -3.386 2.295 -3.983
N 0.0577 0.1518 0.9070 -1.919 -2.026 0.968
O 1.0104 0.6433 1.3208 2.462 1.566 2.318
O -0.9268 -0.4075 1.2370 -0.462 0.095 1.752
F -0.9852 -0.7114 -1.3375 2.139 0.237 -0.197
H 0.9036 0.0410 -1.0657 1.167 -2.166 -0.860
```
Positions in Å, forces in eV/Å.

=====

ORCA calculation (the ωB97M-V functional and the def2-TZVPD basis) on a molecular structure, C6H8N3O in a non-equilibrium geometry.

Calculated values
Frontier orbital gap (spin up / spin down) (eV): 6.7 / 7.7
Relative energy (zero: lowest compared OMol25 entry of this formula, charge and spin) (kJ/mol): 41.7
F_max (eV/Å): 4.1
Total charge: +1
2S+1: 3
Electronic energy (Ha): -472.49486
HOMO (spin up / spin down) (eV): -9.80 / -13.48

Geometry as XYZ:
```
18
Properties=species:S:1:pos:R:3:forces:R:3
C 3.1183 -0.3607 0.0815 0.357 -0.035 -0.046
C 1.9578 -0.8573 0.5989 0.549 -3.783 1.378
C 2.8331 0.8575 -0.4562 0.644 1.945 -1.161
C 0.9671 0.0753 0.3838 -2.595 1.758 0.070
C -2.2293 1.1276 0.2367 -0.183 -0.825 -0.484
C -1.5689 -1.1130 -0.1846 -2.297 -0.075 -1.220
N -1.0378 1.2001 0.7798 1.252 -0.437 -0.213
N -0.2961 0.0338 0.7336 2.465 0.451 0.777
N -2.5092 -0.0344 -0.3718 0.535 1.861 0.791
O 1.4797 1.1303 -0.3089 1.010 0.730 0.061
H 4.0537 -0.8571 0.1070 0.709 -0.119 -0.044
H 1.8703 -1.8462 1.1377 -0.146 1.508 -0.748
H 3.5062 1.6312 -0.9696 -1.526 -1.332 0.831
H -2.9078 1.9823 0.2687 0.126 -0.439 0.066
H -1.2390 -1.5993 -1.0514 0.514 -0.386 -1.179
H -1.8649 -1.6918 0.6056 -0.408 -1.695 1.716
H -0.6080 1.8379 1.4326 -0.855 0.916 -0.231
H -3.4733 -0.1980 -0.6109 -0.150 -0.044 -0.363
```
Positions in Å, forces in eV/Å.